Record 1
Computed, not measured: a structure of composition C22H7Cl8F5GeO2RuS in a non-equilibrium geometry, with ωB97M-V with the def2-TZVPD basis set.

Geometry as XYZ:
```
47
Properties=species:S:1:pos:R:3:nbo_charge:R:1
Ru -2.586 -0.931 -0.471 0.85
Cl -4.983 -1.679 -0.491 0.14
C -5.046 -0.099 -1.230 0.02
C -3.782 0.447 -1.402 -0.29
C -3.713 1.714 -1.971 -0.05
Cl -2.186 2.435 -2.279 0.07
C -4.883 2.400 -2.318 -0.09
Cl -4.785 3.973 -2.986 0.08
C -6.132 1.807 -2.121 -0.07
Cl -7.561 2.648 -2.539 0.08
C -6.226 0.522 -1.580 -0.13
Cl -7.735 -0.257 -1.355 0.08
C 6.737 3.384 3.976 -0.73
C 5.303 3.202 3.580 0.46
O 4.349 3.267 4.296 -0.53
S 5.207 2.888 1.794 0.23
C 3.556 2.399 1.412 -0.14
C 2.634 1.919 2.343 -0.22
C 1.402 1.476 1.911 -0.14
C 1.080 1.484 0.542 -0.11
C 2.006 1.987 -0.383 -0.15
C 3.226 2.448 0.054 -0.21
C -0.141 0.915 0.154 0.11
C -1.190 0.309 -0.101 -0.17
H 6.797 3.672 5.023 0.25
H 7.205 4.144 3.350 0.25
H 7.273 2.447 3.821 0.25
H 2.874 1.897 3.393 0.26
H 0.678 1.092 2.617 0.24
H 1.756 2.011 -1.435 0.23
H 3.944 2.844 -0.652 0.23
Cl -2.688 -4.006 2.288 -0.38
Ge -1.909 -2.106 1.623 1.00
Cl 0.243 -2.502 1.366 -0.43
Cl -1.949 -0.897 3.424 -0.42
F 2.539 -5.085 -2.376 -0.29
C 1.344 -4.525 -2.185 0.27
C 1.121 -3.218 -2.593 0.26
F 2.105 -2.529 -3.172 -0.29
C -0.115 -2.654 -2.388 0.31
F -0.356 -1.385 -2.747 -0.31
C -1.175 -3.337 -1.755 0.19
O -2.348 -2.775 -1.561 -0.69
C -0.907 -4.659 -1.365 0.29
F -1.863 -5.351 -0.748 -0.29
C 0.327 -5.240 -1.576 0.27
F 0.550 -6.494 -1.186 -0.29
```

The value obtained for the energy above the lowest of the compared OMol25 structures with the same formula, charge and spin is 60.94 kJ/mol. The calculation puts the gap between HOMO and LUMO (alpha / beta) at 7.591 / 4.867 eV. The spin multiplicity is 5. As for the expectation value of S²: 6.0728. The calculation puts the calculated total energy at -7743.83155 hartree. The value obtained for the highest occupied orbital energy (alpha / beta) is -8.37 / -8.47 eV.


Record 2
Computed, not measured: a structure of composition C22H9Cl5CoF5N4O2S2, with ωB97M-V with the def2-TZVPD basis set.

Geometry as XYZ:
```
50
Properties=species:S:1:pos:R:3:nbo_charge:R:1
Co -0.099 -0.642 0.164 1.35
Cl 1.625 -2.364 -2.643 -0.01
C 2.460 -2.029 -1.134 0.05
C 1.747 -1.463 -0.098 -0.54
C 2.464 -1.232 1.060 -0.04
Cl 1.543 -0.501 2.372 0.01
C 3.807 -1.521 1.233 -0.10
Cl 4.612 -1.195 2.718 0.06
C 4.487 -2.090 0.155 -0.07
Cl 6.156 -2.480 0.308 0.06
C 3.813 -2.348 -1.038 -0.13
Cl 4.655 -3.052 -2.365 0.05
N -0.105 5.184 -5.378 -0.80
C 0.078 4.570 -4.165 0.19
C 1.125 3.668 -3.969 -0.28
C 1.305 3.054 -2.744 -0.17
C 0.444 3.333 -1.693 -0.35
C -0.595 4.243 -1.870 -0.17
C -0.778 4.852 -3.093 -0.27
S 0.679 2.564 -0.135 2.34
O 1.961 1.914 -0.166 -0.96
O 0.365 3.519 0.889 -0.94
N -0.385 1.331 -0.073 -1.05
C -1.665 1.410 0.371 0.57
N -2.050 0.194 0.840 -0.60
C -3.309 0.051 1.233 0.11
C -4.194 1.107 1.212 -0.36
C -3.693 2.317 0.739 0.12
N -2.454 2.484 0.305 -0.47
H 0.481 4.965 -6.160 0.39
H -0.879 5.802 -5.526 0.39
H 1.805 3.452 -4.785 0.21
H 2.120 2.359 -2.594 0.24
H -1.254 4.467 -1.042 0.25
H -1.584 5.564 -3.226 0.21
H -3.598 -0.932 1.590 0.20
H -5.213 1.003 1.550 0.23
H -4.332 3.193 0.696 0.20
F -1.941 -7.197 0.509 -0.26
C -1.819 -5.967 0.046 0.33
C -2.129 -5.694 -1.279 0.30
F -2.542 -6.673 -2.072 -0.28
C -2.003 -4.404 -1.748 0.37
F -2.310 -4.167 -3.013 -0.27
C -1.556 -3.349 -0.928 -0.38
S -1.404 -1.784 -1.587 0.21
C -1.252 -3.676 0.408 0.37
F -0.837 -2.734 1.265 -0.29
C -1.384 -4.954 0.896 0.27
F -1.105 -5.239 2.161 -0.27
```

The value obtained for the energy above the lowest of the compared OMol25 structures with the same formula, charge and spin is 25.21 kJ/mol. The calculation puts the gap between HOMO and LUMO (alpha / beta) at 7.759 / 4.496 eV. The spin multiplicity is 5. As for the expectation value of S²: 6.0312. The calculation puts the calculated total energy at -6192.65664 hartree. The value obtained for the highest occupied orbital energy (alpha / beta) is -8.01 / -8.01 eV.


Record 3
Computed, not measured: a structure of composition C23H12Br2N4O5S5Sn, with ωB97M-V with the def2-TZVPD basis set.

Geometry as XYZ:
```
52
Properties=species:S:1:pos:R:3:nbo_charge:R:1
Sn 0.105 0.949 -1.732 1.40
Br -2.229 -3.385 -0.069 0.04
C -1.581 -1.994 1.039 -0.22
C -1.768 -2.097 2.426 -0.22
C -1.342 -1.107 3.261 -0.14
Br -1.659 -1.280 5.130 0.01
C -0.698 0.047 2.750 -0.05
C -0.265 1.152 3.515 -0.16
C 0.318 2.219 2.895 -0.25
C 0.479 2.200 1.496 0.10
N 0.094 1.182 0.767 -0.47
C -0.499 0.120 1.356 0.09
C -0.955 -0.907 0.447 0.42
O -0.790 -0.779 -0.828 -0.81
H -2.269 -2.968 2.824 0.23
H -0.419 1.151 4.586 0.23
H 0.638 3.083 3.459 0.23
H 0.939 3.024 0.973 0.23
N 0.418 -0.661 -3.425 -0.66
C 0.601 -1.396 -4.311 0.59
N 0.797 -2.306 -5.206 -0.71
C 0.913 -1.996 -6.481 0.45
N 1.031 -1.833 -7.624 -0.54
C -3.854 0.791 1.400 -0.75
S -4.889 2.173 1.940 0.24
C -3.679 3.260 2.582 -0.55
C -2.727 3.922 1.856 -0.34
S -2.328 3.850 0.206 -0.37
S -1.723 4.967 2.873 0.45
C -2.457 4.693 4.406 -0.58
S -2.026 5.489 5.804 -0.23
S -3.659 3.484 4.318 0.47
H -4.505 0.062 0.918 0.22
H -3.354 0.328 2.249 0.21
H -3.127 1.162 0.678 0.24
O 2.729 2.204 -0.595 -0.69
C 2.887 0.989 -0.691 0.78
O 2.041 0.161 -1.192 -0.82
C 4.119 0.346 -0.100 -0.15
C 4.297 -1.029 -0.161 -0.17
C 5.428 -1.641 0.387 -0.27
C 6.345 -0.814 0.986 0.21
O 7.527 -1.161 1.601 -0.49
C 8.119 0.063 2.026 0.24
O 7.237 1.129 1.708 -0.50
C 6.168 0.554 1.048 0.26
C 5.068 1.171 0.518 -0.23
H 3.534 -1.619 -0.649 0.25
H 5.575 -2.711 0.345 0.22
H 9.069 0.206 1.500 0.14
H 8.276 0.031 3.108 0.15
H 4.906 2.239 0.558 0.25
```

The value obtained for the energy above the lowest of the compared OMol25 structures with the same formula, charge and spin is 4.89 kJ/mol. The calculation puts the gap between HOMO and LUMO at 5.929 eV. The spin multiplicity is 1. As for the charge: -2. The calculation puts the calculated total energy at -8832.37715 hartree. The value obtained for the highest occupied orbital energy is -2.34 eV.


What is the calculated total energy in the third record? -8832.37715 hartree


calculated total energy of number 2 (C22H9Cl5CoF5N4O2S2)? -6192.65664 hartree